Entry from the Open Molecules 2025 dataset: C23H16ClCoN3O8S2 as an isolated structure (ωB97M-V/def2-TZVPD).

Results
relative energy (zero: lowest compared OMol25 entry of this formula, charge and spin) = 0.0 kcal/mol
2S+1 = 2
Kohn-Sham gap (alpha / beta) = 6.6 / 6.7 eV
charge = -2

Last column: natural (NBO) charge in e.
Element x y z (Å)
Co (0.50, -0.37, 1.03)  1.088
S (-1.71, -4.16, 1.44)  0.324
C (-2.90, -2.92, 1.48)  -0.416
C (-2.36, -1.67, 1.35)  -0.288
C (-0.93, -1.67, 1.21)  -0.240
C (-0.47, -2.96, 1.26)  -0.356
C (0.96, -3.17, 1.17)  0.226
C (1.63, -4.39, 1.11)  -0.270
C (3.00, -4.39, 1.00)  -0.167
C (3.69, -3.19, 0.96)  -0.302
C (2.96, -2.01, 1.02)  0.095
N (1.64, -2.00, 1.14)  -0.446
H (-3.94, -3.18, 1.57)  0.216
H (-2.96, -0.77, 1.34)  0.230
H (1.06, -5.31, 1.12)  0.209
H (3.54, -5.33, 0.95)  0.196
H (4.77, -3.15, 0.87)  0.210
H (3.43, -1.04, 0.98)  0.254
O (-1.30, 3.21, 0.64)  -0.720
C (-0.43, 2.37, 0.89)  0.795
O (-0.69, 1.13, 1.05)  -0.763
C (1.00, 2.88, 1.07)  -0.264
C (1.15, 4.23, 1.05)  -0.106
C (2.39, 4.84, 1.29)  -0.096
C (3.50, 4.07, 1.59)  -0.122
C (3.38, 2.70, 1.59)  -0.118
C (2.13, 2.01, 1.33)  0.534
O (2.07, 0.76, 1.37)  -0.717
N (4.60, 1.96, 1.89)  0.535
O (4.76, 0.86, 1.42)  -0.382
O (5.43, 2.51, 2.60)  -0.447
N (2.52, 6.27, 1.26)  0.535
O (3.63, 6.77, 1.48)  -0.447
O (1.53, 6.95, 1.02)  -0.422
H (0.28, 4.83, 0.84)  0.268
H (4.46, 4.53, 1.80)  0.256
Cl (0.92, -0.43, -1.45)  -0.851
C (-1.40, -2.73, -2.88)  -0.842
S (-3.08, -2.74, -2.27)  1.263
O (-3.92, -3.38, -3.33)  -1.021
C (-3.39, -0.97, -2.37)  -0.289
C (-4.47, -0.56, -3.14)  -0.226
C (-4.81, 0.79, -3.15)  -0.238
C (-4.08, 1.70, -2.39)  -0.221
C (-3.00, 1.27, -1.63)  -0.209
C (-2.65, -0.07, -1.61)  -0.135
H (-1.41, -2.31, -3.89)  0.224
H (-1.08, -3.77, -2.91)  0.218
H (-0.73, -2.15, -2.24)  0.300
H (-5.01, -1.30, -3.71)  0.233
H (-5.64, 1.13, -3.75)  0.191
H (-4.35, 2.75, -2.40)  0.200
H (-2.43, 1.97, -1.02)  0.263
H (-1.78, -0.38, -1.04)  0.258

Entry from the Open Molecules 2025 dataset: C13H24Br2N3O10P2S2SiV as an isolated structure (ωB97M-V/def2-TZVPD).

Results
relative energy (zero: lowest compared OMol25 entry of this formula, charge and spin) = 2.0 kcal/mol
2S+1 = 3
Kohn-Sham gap (alpha / beta) = 7.2 / 7.6 eV
charge = -2

Last column: natural (NBO) charge in e.
Element x y z (Å)
V (1.24, 0.30, -0.67)  1.487
Br (-1.32, 1.58, 2.86)  0.009
C (-0.07, 0.27, 3.53)  -0.521
Br (-0.47, -1.52, 2.97)  0.044
H (-0.12, 0.32, 4.61)  0.204
H (0.91, 0.52, 3.13)  0.271
N (-2.40, 0.88, -3.78)  -0.847
C (-1.00, 1.22, -3.42)  -0.654
C (-0.39, 2.19, -4.44)  -0.625
P (-0.06, -0.37, -3.48)  2.424
O (-1.02, -1.42, -2.73)  -1.053
O (0.05, -0.78, -4.89)  -1.150
O (1.21, -0.13, -2.65)  -1.105
P (-0.89, 1.92, -1.73)  2.363
O (-2.36, 2.53, -1.43)  -1.008
O (0.18, 2.94, -1.69)  -1.109
O (-0.74, 0.73, -0.77)  -1.119
H (-2.34, 0.41, -4.68)  0.351
H (-2.92, 1.74, -3.92)  0.354
H (-2.80, -1.50, -2.63)  0.482
H (-0.38, 1.73, -5.42)  0.212
H (0.63, 2.46, -4.16)  0.243
H (-0.97, 3.12, -4.47)  0.191
H (-0.95, -1.36, -1.75)  0.552
H (-2.81, 1.92, -0.83)  0.512
O (1.59, 1.21, 1.02)  -0.990
S (3.07, 0.72, 1.18)  2.561
O (3.93, 1.85, 1.46)  -0.996
O (3.25, 0.22, -0.24)  -0.995
O (3.11, -0.33, 2.17)  -1.001
C (-3.84, -2.18, -4.89)  -0.654
C (-4.52, -2.13, -3.56)  0.315
C (-5.84, -2.43, -3.37)  -0.405
C (-6.33, -2.28, -2.06)  0.115
N (-5.61, -1.99, -1.01)  -0.479
C (-4.25, -1.81, -1.18)  0.201
S (-3.18, -1.72, 0.07)  -0.143
N (-3.79, -1.77, -2.49)  -0.553
H (-4.47, -2.71, -5.60)  0.211
H (-2.87, -2.69, -4.81)  0.258
H (-3.65, -1.17, -5.26)  0.238
H (-6.47, -2.73, -4.19)  0.210
H (-7.39, -2.42, -1.88)  0.173
C (0.49, -4.97, 2.09)  -1.104
Si (0.53, -4.65, 0.24)  1.620
C (-1.13, -5.15, -0.50)  -1.108
C (1.87, -5.72, -0.53)  -1.100
C (0.84, -2.90, -0.10)  -0.680
C (0.98, -1.70, -0.28)  -0.267
H (0.43, -6.03, 2.32)  0.211
H (-0.36, -4.46, 2.55)  0.235
H (1.40, -4.56, 2.55)  0.244
H (-1.32, -6.22, -0.39)  0.209
H (-1.14, -4.90, -1.56)  0.236
H (-1.94, -4.60, -0.02)  0.250
H (1.70, -6.78, -0.36)  0.210
H (2.85, -5.45, -0.11)  0.235
H (1.92, -5.54, -1.60)  0.235

Entry from the Open Molecules 2025 dataset: C4H2F2O as an isolated structure (ωB97M-V/def2-TZVPD).

Results
relative energy (zero: lowest compared OMol25 entry of this formula, charge and spin) = 123.4 kcal/mol
2S+1 = 1
Kohn-Sham gap = 10.0 eV
charge = 0

Last column: natural (NBO) charge in e.
Element x y z (Å)
C (-1.91, -2.27, -0.18)  0.274
C (-1.56, -1.08, 0.03)  -0.594
C (-0.60, 0.10, 0.08)  0.128
C (-2.02, 0.38, 0.10)  0.738
O (0.19, 0.39, -0.97)  -0.663
F (-2.70, 0.88, -0.93)  -0.281
F (-2.62, 0.75, 1.24)  -0.291
H (0.03, 0.38, 1.32)  0.195
H (0.95, -0.20, -1.01)  0.495

Entry from the Open Molecules 2025 dataset: C37H54N4Pm as an isolated structure (ωB97M-V/def2-TZVPD).

Results
2S+1 = 5
Kohn-Sham gap (alpha / beta) = 5.3 / 5.4 eV
charge = +1

Last column: Mulliken spin population.
Element x y z (Å)
Pm (0.53, 0.20, -0.36)  4.017
C (1.95, -2.54, 5.11)  -0.001
C (0.86, -1.53, 4.72)  -0.005
C (-0.11, -1.31, 5.90)  0.001
C (1.47, -0.20, 4.24)  0.004
C (2.33, 0.44, 5.17)  0.009
C (3.03, 1.58, 4.85)  -0.004
C (2.94, 2.11, 3.58)  0.010
C (2.10, 1.54, 2.61)  0.007
C (2.16, 2.23, 1.25)  -0.005
C (0.79, 2.76, 0.79)  0.001
C (2.91, 1.33, 0.26)  -0.017
C (1.31, 0.41, 2.93)  -0.013
N (0.46, 0.09, 1.99)  -0.006
C (-0.77, -0.64, 2.28)  0.014
C (-1.88, -1.26, 1.39)  -0.001
C (-3.11, -1.38, 2.06)  0.005
C (-4.24, -1.95, 1.46)  -0.001
C (-4.15, -2.45, 0.17)  0.003
C (-2.96, -2.37, -0.52)  -0.003
C (-1.78, -1.80, 0.04)  0.007
N (-0.59, -1.73, -1.02)  -0.003
C (-0.38, -2.62, -1.91)  0.004
C (-0.13, -2.05, -3.19)  -0.002
C (-0.03, -2.91, -4.30)  0.005
C (-0.14, -4.28, -4.16)  -0.003
C (-0.34, -4.85, -2.91)  0.000
C (-0.47, -4.04, -1.75)  -0.009
C (-0.62, -4.72, -0.37)  0.003
C (0.59, -4.40, 0.52)  -0.001
C (-0.79, -6.25, -0.41)  0.001
C (0.04, -0.57, -3.50)  0.000
C (-1.10, 0.31, -2.97)  -0.006
C (1.45, -0.10, -3.10)  -0.001
H (1.49, -3.51, 5.40)  0.000
H (2.56, -2.19, 5.97)  0.000
H (2.63, -2.72, 4.25)  0.000
H (0.32, -2.05, 3.92)  -0.002
H (0.41, -0.87, 6.77)  0.000
H (-0.56, -2.27, 6.21)  0.000
H (-0.93, -0.62, 5.61)  0.000
H (2.47, 0.04, 6.16)  0.000
H (3.69, 2.03, 5.58)  0.000
H (3.54, 2.99, 3.37)  -0.001
H (2.79, 3.15, 1.29)  0.000
H (0.00, 2.00, 0.73)  0.006
H (0.88, 3.26, -0.19)  -0.002
H (0.43, 3.52, 1.53)  -0.001
H (2.54, 0.30, 0.21)  0.035
H (3.97, 1.23, 0.60)  -0.001
H (2.93, 1.79, -0.76)  0.003
H (-1.06, -0.62, 3.33)  -0.001
H (-3.24, -1.02, 3.08)  0.001
H (-5.16, -2.02, 2.00)  0.000
H (-5.02, -2.88, -0.30)  0.000
H (-2.94, -2.77, -1.53)  -0.001
H (0.16, -2.52, -5.29)  0.001
H (-0.05, -4.92, -5.03)  0.000
H (-0.39, -5.92, -2.88)  0.000
H (-1.53, -4.36, 0.13)  -0.001
H (1.52, -4.80, 0.06)  0.000
H (0.47, -4.87, 1.53)  0.000
H (0.72, -3.32, 0.68)  0.003
H (0.11, -6.75, -0.83)  0.000
H (-1.69, -6.53, -1.01)  0.000
H (-0.94, -6.65, 0.62)  0.000
H (0.02, -0.41, -4.60)  0.001
H (-1.18, 0.32, -1.87)  0.009
H (-2.07, -0.05, -3.38)  0.000
H (-0.95, 1.36, -3.30)  0.000
H (1.69, -0.30, -2.05)  0.012
H (1.58, 0.98, -3.32)  -0.001
H (2.20, -0.67, -3.70)  0.001
C (0.49, 6.03, -2.71)  -0.001
C (-0.48, 5.08, -3.41)  -0.001
N (-1.01, 4.08, -2.48)  0.001
C (-2.37, 4.31, -2.00)  0.000
C (-2.39, 5.10, -0.71)  0.000
C (-0.28, 2.95, -2.11)  0.001
C (0.98, 2.58, -2.87)  -0.002
N (-0.60, 2.14, -1.16)  0.001
H (0.90, 6.75, -3.43)  0.000
H (1.32, 5.50, -2.25)  0.000
H (-0.02, 6.60, -1.93)  0.000
H (0.03, 4.60, -4.26)  0.000
H (-1.29, 5.67, -3.85)  0.000
H (-2.89, 3.35, -1.86)  0.000
H (-2.96, 4.84, -2.76)  0.000
H (-1.78, 4.62, 0.06)  0.000
H (-3.41, 5.20, -0.33)  0.000
H (-2.00, 6.11, -0.86)  0.000
H (0.77, 2.49, -3.94)  -0.001
H (1.37, 1.62, -2.52)  0.011
H (1.76, 3.33, -2.71)  0.002
H (-1.45, 2.42, -0.66)  0.002
H (2.54, 0.20, -1.08)  -0.087